Computed, not measured: a 17-piece molecular cluster, C89H200N11O24 overall at a distorted geometry, with ωB97M-V/def2-TZVPD.

Output
Strongest force on any atom, Eh/bohr: 0.0722
M, g/mol: 1808.63
Gap between HOMO and LUMO, Ha: 0.320
Charge: +5
E_tot, eV: -161024.6810

The geometry in XYZ format:
```
324
Properties=species:S:1:pos:R:3:forces:R:3
C 4.45200 1.78703 -4.76296 -0.007 -0.275 2.428
C 3.63760 2.97237 -5.24962 -0.166 -0.745 0.057
C 2.67412 2.41683 -6.25919 -2.025 -0.924 0.289
N 1.45826 3.28155 -6.55810 -0.935 0.605 0.700
C 1.84076 4.71980 -6.91128 -0.209 -2.168 -1.132
C 2.54643 4.75084 -8.26912 0.322 0.346 0.866
C 1.67475 4.13340 -9.38676 -1.439 0.401 0.999
C 1.26984 2.70836 -9.04929 0.933 -0.015 1.068
C 0.62638 2.65060 -7.67656 0.446 0.365 0.091
C 0.55555 3.36799 -5.29888 1.769 -0.020 0.126
H 3.84987 1.02565 -4.23419 -0.054 0.231 -0.451
H 5.17019 2.10160 -3.98822 -0.096 0.091 -0.348
H 5.03791 1.29759 -5.51183 0.176 -0.189 -0.791
H 4.36286 3.53021 -5.79349 0.352 1.444 -0.048
H 3.12228 3.52498 -4.41769 0.723 -0.480 -0.832
H 2.20555 1.49673 -5.86415 0.220 0.307 -0.023
H 3.11567 2.10662 -7.19653 0.366 0.345 -0.207
H 2.41985 5.04981 -6.09114 0.920 0.482 0.625
H 0.94126 5.27949 -6.89963 -1.060 0.505 -0.182
H 3.56271 4.34424 -8.04534 -0.584 0.174 -0.973
H 2.60718 5.82439 -8.43584 0.598 0.054 -0.397
H 2.09453 4.13646 -10.41625 -0.356 0.671 0.819
H 0.67639 4.71609 -9.21918 1.628 -0.559 -1.282
H 2.12563 2.04405 -9.08107 0.326 -0.218 -0.089
H 0.56289 2.30645 -9.73832 -0.609 -0.166 -0.638
H 0.35761 1.66112 -7.37090 0.227 -0.778 0.361
H -0.31311 3.16410 -7.73683 -0.442 0.726 0.240
H -0.38928 3.72683 -5.59203 -1.020 0.814 -0.470
H 1.00692 4.03699 -4.51404 -0.395 -0.807 -0.973
H 0.37699 2.37720 -4.91880 0.323 -0.449 0.254
C 3.30461 -6.92543 -1.07530 0.642 0.033 -0.378
C 3.76928 -6.12474 0.15367 0.311 -0.768 0.944
C 3.25052 -6.74685 1.49225 -0.136 0.437 -1.382
N 3.36140 -5.78539 2.64862 1.460 -1.421 -0.486
C 4.81449 -5.44356 2.80743 -1.004 1.583 0.177
C 2.85088 -6.46084 3.92631 -0.711 -0.301 -1.289
C 1.83805 -5.47032 4.47200 1.144 0.153 1.059
C 2.07715 -4.12602 3.78398 1.881 -0.706 -0.285
C 2.48245 -4.60813 2.38502 0.121 1.284 -0.286
H 3.44672 -6.33897 -2.06159 -0.242 -1.006 1.676
H 2.26008 -7.23835 -0.93076 0.195 0.069 -0.442
H 3.95255 -7.85584 -1.09311 -0.901 0.975 -0.331
H 3.44378 -5.09751 0.26409 0.124 0.272 -1.050
H 4.87050 -6.17125 0.12728 -0.453 0.492 0.191
H 3.74989 -7.67860 1.68013 0.381 -0.342 0.586
H 2.18624 -6.94841 1.41105 -0.189 -0.149 -0.095
H 5.19667 -5.14704 1.81518 0.113 0.394 0.808
H 5.29540 -6.34326 3.13431 0.434 -0.270 0.412
H 4.78982 -4.61996 3.58203 0.771 -0.947 -0.927
H 3.61221 -6.74151 4.64616 0.534 0.357 -0.373
H 2.41945 -7.40171 3.53631 -0.100 0.447 0.668
H 1.96787 -5.46592 5.55499 -0.392 0.312 -0.021
H 0.89804 -5.83613 4.21489 -1.914 -0.355 -0.187
H 2.96974 -3.61729 4.24972 -1.210 -0.059 -0.345
H 1.19102 -3.53177 3.67577 -0.311 0.483 0.362
H 3.00913 -3.79996 1.73723 -0.850 -1.605 1.121
H 1.59798 -5.04934 1.89143 0.219 0.699 -0.064
C -4.40886 -4.87114 -1.57113 -0.233 0.638 0.945
C -3.38656 -4.05818 -2.40646 0.652 -0.743 -0.623
C -1.86238 -4.21186 -2.10880 -0.044 0.033 -1.710
N -1.17570 -5.45640 -2.74540 -1.724 0.870 0.875
C -1.71021 -6.71961 -2.17983 0.819 -1.204 -0.031
C 0.28530 -5.36575 -2.37903 -0.430 1.826 -0.447
C 0.98349 -5.77737 -3.62219 2.046 -1.340 -0.475
C -0.04085 -6.23135 -4.62171 -1.441 0.397 -0.896
C -1.33391 -5.48600 -4.24445 0.625 0.209 0.065
H -4.08736 -4.94841 -0.50164 0.126 -0.339 -0.875
H -4.68424 -5.85151 -1.98040 0.344 0.216 0.174
H -5.36467 -4.31499 -1.45893 0.481 -0.158 -0.520
H -3.57932 -3.00747 -2.27788 -0.069 0.530 0.248
H -3.52878 -4.18607 -3.50702 -0.074 -0.117 0.753
H -1.56854 -4.27575 -1.07358 -0.333 -0.051 0.413
H -1.28389 -3.37619 -2.60263 -0.770 -0.667 0.428
H -2.73615 -6.86241 -2.39289 -1.152 0.446 0.033
H -1.48017 -6.76918 -1.13193 -0.311 0.356 0.595
H -1.26762 -7.64529 -2.59136 0.433 0.788 -0.296
H 0.41652 -5.95123 -1.48312 0.279 -0.015 0.131
H 0.54560 -4.29853 -2.21584 -0.446 -0.663 0.370
H 1.57622 -6.66796 -3.39510 0.452 0.327 -0.146
H 1.65037 -4.98613 -4.04006 -0.636 -0.534 0.486
H -0.20029 -7.31455 -4.64816 0.150 0.269 -0.027
H 0.22777 -5.86537 -5.59007 0.244 -0.318 -0.830
H -2.29842 -5.93026 -4.53959 0.558 -0.156 0.338
H -1.34716 -4.45434 -4.64481 0.302 -0.366 0.477
C -6.33743 5.22987 -1.44948 -2.452 -0.349 -0.227
C -6.10630 4.12259 -0.39872 -0.869 0.421 -0.241
C -5.39397 4.77285 0.73695 -0.880 0.754 0.278
N -5.13547 3.86466 1.93049 -1.432 1.144 -0.470
C -4.50334 2.53271 1.65822 1.669 0.535 -0.791
C -6.47481 3.55615 2.56657 -0.705 0.737 1.500
C -6.52260 4.34746 3.92363 0.761 1.392 -1.727
C -5.03091 4.34692 4.31524 0.011 -0.030 0.138
C -4.42006 4.70272 2.95123 1.671 -2.882 1.234
H -5.41776 5.70465 -1.72857 0.450 0.270 -0.246
H -7.04787 5.97717 -1.02161 0.774 -0.199 -0.099
H -6.91766 4.92409 -2.37304 1.054 -0.133 0.970
H -5.44839 3.36885 -0.76512 0.312 -0.845 -0.586
H -7.04494 3.68104 -0.02985 0.202 0.033 -0.595
H -6.01989 5.62680 1.12606 0.668 -0.824 -0.160
H -4.51944 5.20877 0.26135 0.722 -0.186 0.871
H -3.70264 2.67081 0.88292 -0.498 -0.075 0.838
H -5.22797 1.79021 1.27791 0.231 0.610 0.554
H -4.06219 2.28422 2.64130 -0.215 -0.493 -0.780
H -6.47238 2.50368 2.76350 -0.305 -0.612 -0.024
H -7.25167 3.86675 1.87544 -0.140 -0.274 0.205
H -7.25085 4.07705 4.67389 -0.068 -0.601 -0.047
H -6.77875 5.40120 3.61019 0.154 -0.786 0.595
H -4.68381 3.36977 4.74188 -0.284 0.735 -0.603
H -4.74688 5.12940 5.03911 -0.268 -0.342 -0.213
H -3.36510 4.42682 2.86030 0.071 0.216 0.115
H -4.56618 5.71722 2.77101 -0.378 1.638 -0.600
C -8.29419 -2.74217 -0.18687 -0.236 -0.704 -0.906
C -8.61620 -3.43112 1.13248 -0.878 -0.185 -0.265
C -8.24071 -4.92354 1.08322 -0.957 2.329 0.679
N -8.90852 -5.61075 2.21313 0.101 -0.389 -0.317
C -8.50068 -5.01980 3.54974 0.392 0.067 -1.740
C -8.39944 -7.00509 2.15082 -1.240 -0.612 -0.537
C -9.46848 -7.80631 2.88578 0.271 1.025 1.103
C -10.80885 -7.04434 2.81319 -0.039 0.587 -0.637
C -10.38806 -5.72947 2.04490 -0.811 -1.411 -0.614
H -7.22903 -2.82477 -0.50925 -0.782 -0.193 0.246
H -8.50583 -1.71103 -0.08924 -0.050 1.271 0.210
H -8.99637 -3.05292 -1.00133 0.839 -0.163 0.481
H -9.76221 -3.41685 1.29356 1.811 0.302 -0.253
H -8.14372 -2.86299 1.94507 -0.116 -0.417 -0.091
H -7.22102 -5.18494 1.18325 1.377 0.332 0.140
H -8.53947 -5.29706 0.12336 -0.646 -0.653 -0.263
H -8.94191 -4.01673 3.55212 0.330 -0.367 0.684
H -7.39874 -5.02025 3.46792 -0.532 0.471 0.543
H -8.82529 -5.71545 4.30662 -0.253 0.199 0.388
H -7.42791 -7.00006 2.61063 0.438 -0.290 0.030
H -8.33937 -7.31355 1.07203 0.024 0.368 1.037
H -9.17728 -7.94647 3.92326 0.030 -0.426 -0.027
H -9.56202 -8.70161 2.36709 -0.126 -1.946 -0.316
H -11.34354 -6.90567 3.79408 0.839 0.103 -0.993
H -11.47729 -7.64068 2.16909 0.039 0.556 0.327
H -10.95565 -4.84288 2.23569 0.087 0.588 0.865
H -10.53359 -5.84425 0.95874 0.070 -0.402 0.317
C 2.51739 -2.03973 -0.88333 0.321 -0.828 0.288
C 1.21943 -1.27123 -0.80965 -0.467 0.361 0.629
C 0.55751 -1.27136 0.62759 2.230 -0.463 -1.213
N -0.76528 -0.60536 0.63392 -0.443 -0.991 -1.010
C -0.53987 0.85722 0.31744 -0.929 0.488 2.367
C -1.53379 -0.93581 1.89371 0.220 0.400 -0.026
C -3.03833 -0.88790 1.51435 1.177 -0.861 0.610
C -3.14337 -1.17257 0.03724 1.353 0.118 -0.749
C -1.64996 -1.28232 -0.40928 -0.763 -0.628 -1.504
H 2.37362 -3.03189 -0.43363 0.309 0.040 -0.034
H 3.32950 -1.51364 -0.37272 -0.174 -0.138 0.356
H 2.93424 -2.20035 -1.88685 -0.668 0.154 0.025
H 0.49022 -1.55648 -1.57293 0.261 -0.259 0.143
H 1.50775 -0.27424 -1.01814 -0.058 1.073 -0.591
H 1.18451 -0.68430 1.32384 -0.162 -0.483 -0.164
H 0.58231 -2.35217 0.87148 -0.955 0.621 0.556
H -0.02006 1.38191 1.18442 -0.676 -1.144 -1.037
H -1.50266 1.34158 0.20655 -0.260 0.003 0.014
H -0.01327 0.96214 -0.58979 0.503 -0.128 -0.964
H -1.14443 -0.36180 2.74246 -0.384 0.491 -0.358
H -1.20952 -1.95059 2.10640 -0.329 -0.334 -0.018
H -3.54456 0.01363 1.71524 -0.369 1.032 0.792
H -3.47839 -1.71256 2.05166 -0.564 0.056 0.426
H -3.66562 -0.36979 -0.50907 0.199 -0.375 0.210
H -3.63177 -2.13539 -0.12459 -0.035 0.201 -0.239
H -1.47209 -0.86856 -1.41369 -0.033 0.254 0.524
H -1.39562 -2.36802 -0.54421 0.221 1.139 0.914
C 2.50762 1.98376 0.43565 0.658 -0.245 -1.385
C 2.14039 3.41728 -0.06326 0.392 0.411 0.636
C 1.32686 4.00758 1.10402 0.415 1.304 -0.884
N 0.52507 5.26952 0.76020 -0.032 -1.787 0.032
C 1.36865 6.32586 0.19805 0.220 -1.355 -0.479
C -0.29235 5.78341 1.92025 0.998 -0.107 -0.174
C -1.40201 6.56751 1.17026 0.550 0.309 1.390
C -1.55587 5.90063 -0.19090 -0.803 0.263 -0.855
C -0.55921 4.76203 -0.22783 0.804 1.682 1.209
H 2.31558 1.71642 1.46537 -0.422 0.646 0.495
H 3.58846 1.82457 0.33539 -0.276 -0.202 -0.362
H 1.93746 1.24622 -0.15512 0.761 0.419 0.220
H 1.60263 3.42893 -1.03585 0.312 -0.328 0.650
H 3.08285 4.06430 -0.17102 -1.283 -1.043 -0.014
H 2.11095 4.25514 1.78592 0.127 0.516 1.055
H 0.63431 3.35024 1.59536 -0.261 -0.400 -0.145
H 2.16822 6.50060 0.87739 0.631 0.403 0.592
H 0.79852 7.19687 0.00959 -0.483 0.849 -0.201
H 1.78034 5.91414 -0.71282 0.143 0.277 -0.355
H 0.39643 6.34474 2.60100 -0.722 -0.151 -0.650
H -0.60943 4.87934 2.46891 -0.403 0.560 -0.333
H -1.16425 7.63895 1.12147 0.114 -0.311 -0.208
H -2.26684 6.52476 1.80701 -0.701 -0.117 0.023
H -1.48833 6.63610 -1.02244 0.347 -0.523 0.497
H -2.52825 5.43944 -0.32464 -0.224 0.002 0.058
H -0.11004 4.56944 -1.19258 -0.209 -0.351 0.148
H -0.94691 3.90952 0.32250 -0.191 -0.336 -0.620
C 10.79600 0.91453 -2.23846 2.482 -0.921 0.477
C 10.57444 -0.55505 -1.85236 -0.897 0.302 -2.435
C 11.79197 -1.43339 -1.77010 1.135 0.330 -0.063
N 11.46308 -2.60525 -0.91922 0.250 -1.098 0.662
C 10.43750 -3.51567 -1.45663 -0.956 -0.611 -0.566
C 11.04585 -2.21418 0.48836 0.363 0.148 0.232
C 11.75936 -3.15216 1.45518 0.259 0.376 0.036
C 12.69353 -4.06606 0.61166 0.318 -0.318 0.872
C 12.71502 -3.39976 -0.75224 0.582 -0.470 -0.045
H 9.94292 1.53331 -2.07477 -0.590 0.282 0.119
H 11.18368 1.04270 -3.26257 -0.301 -0.083 0.344
H 11.62837 1.20440 -1.54924 -0.664 0.536 -0.581
H 9.80334 -0.98659 -2.54954 0.713 0.079 0.732
H 10.17671 -0.58000 -0.88194 -1.014 0.170 1.149
H 12.64430 -1.01200 -1.18393 -0.788 0.466 -0.564
H 12.27293 -1.76884 -2.72302 -0.792 0.073 0.590
H 10.67625 -3.72726 -2.50807 -0.151 0.126 0.260
H 9.43441 -3.07194 -1.32535 0.445 -0.177 -0.184
H 10.46849 -4.47288 -0.90320 0.020 0.598 -0.129
H 9.97733 -2.28298 0.61861 -0.356 -0.003 -0.385
H 11.34250 -1.18643 0.63835 0.210 0.223 0.016
H 11.00803 -3.68334 2.01194 -0.163 -0.513 0.146
H 12.27951 -2.52031 2.19200 0.180 -0.481 -0.320
H 12.33474 -5.11022 0.55110 0.073 0.567 0.140
H 13.70920 -4.08968 1.09731 -0.942 -0.078 -0.813
H 12.86650 -4.00563 -1.64084 -0.340 -0.510 0.129
H 13.52880 -2.72668 -0.81137 0.820 0.976 0.240
C -2.36314 9.52359 5.27128 0.275 -0.619 -0.932
O -1.14772 10.24578 5.24309 0.775 0.055 0.613
C -0.65716 10.55662 6.53167 1.050 -0.305 0.476
C 0.41175 11.65251 6.38758 -2.302 1.486 -0.698
N -0.21097 12.72234 5.49339 1.654 -0.793 -2.016
H -0.65873 12.23191 4.70498 0.148 -0.081 -0.050
H -0.97104 13.12002 5.96036 -1.409 1.227 1.108
C 0.69958 13.78592 4.85248 -0.885 0.918 1.588
C -0.08772 14.54312 3.76191 0.887 -1.891 0.542
O -0.65139 13.46144 3.02783 -0.506 1.941 -1.047
C -1.32204 14.10133 1.90949 1.178 -1.469 -1.193
H -3.15389 10.10504 5.75770 -0.082 -0.117 -0.353
H -2.23157 8.57179 5.77880 -0.012 -0.110 0.362
H -2.52400 9.25901 4.20617 -0.530 0.460 0.681
H -0.06189 9.76813 7.08385 -1.083 0.035 -0.769
H -1.52081 10.84750 7.17552 0.727 0.141 -0.189
H 1.34404 11.43319 5.90538 0.408 -0.690 0.176
H 0.47504 12.14184 7.33717 0.855 0.027 0.669
H 1.57653 13.28246 4.49106 0.177 -0.309 -0.416
H 1.00365 14.43909 5.67890 0.043 -0.029 -0.256
H 0.57919 15.09384 3.10037 0.291 0.169 0.271
H -0.84909 15.22698 4.13019 -0.141 0.007 0.314
H -2.16270 14.65320 2.22069 -1.419 0.248 0.549
H -1.52799 13.27503 1.22026 -0.456 0.437 0.127
H -0.72080 14.84637 1.34848 0.368 -0.586 0.529
C 4.71011 -0.29307 -9.47528 1.944 2.236 -0.600
O 3.91512 -0.61768 -8.41406 -1.368 -2.098 0.972
C 3.32506 -1.90752 -8.66145 0.999 -0.416 2.978
C 2.35527 -2.20122 -7.46651 3.429 0.420 -0.493
N 3.15684 -2.19027 -6.11958 -3.046 -1.372 -1.622
H 3.63876 -1.34170 -5.95036 0.750 1.080 0.075
H 2.36817 -2.26877 -5.44806 -0.284 0.656 0.729
C 3.91745 -3.43380 -5.88590 1.011 0.788 -0.951
C 4.24484 -3.51018 -4.43782 -0.128 -0.762 0.916
O 5.13424 -2.51315 -4.01237 -0.394 0.134 0.414
C 5.58871 -2.70575 -2.63361 0.160 -1.002 0.010
H 5.14704 0.70607 -9.25680 -0.061 -0.666 -0.171
H 4.14756 -0.18770 -10.35569 -1.053 0.254 -1.415
H 5.51295 -0.96925 -9.75750 0.243 -0.468 0.618
H 4.12497 -2.67843 -8.81601 -0.518 0.534 0.380
H 2.71391 -1.95216 -9.49980 -1.045 0.393 -1.962
H 1.99610 -3.21722 -7.56547 -0.616 0.118 0.070
H 1.64762 -1.38879 -7.51125 -0.522 -0.125 0.716
H 4.84986 -3.42051 -6.47397 -0.460 -0.087 -0.003
H 3.24632 -4.23134 -6.22173 0.409 -0.121 0.295
H 4.66552 -4.50878 -4.28307 0.076 -0.091 0.241
H 3.29497 -3.44703 -3.89906 -0.090 -0.060 0.333
H 6.66405 -2.60170 -2.69289 0.108 0.107 0.301
H 5.37674 -3.75819 -2.28671 0.127 1.011 -0.339
H 5.21199 -2.01047 -1.84700 -0.021 -0.260 -1.083
C -1.19559 -3.01614 7.77450 1.148 1.755 0.799
O -2.35182 -2.95252 6.96678 1.287 -1.239 -0.862
C -1.92691 -3.23160 5.61816 -2.353 2.680 -0.272
C -3.32944 -3.10394 4.84975 1.702 -1.366 0.749
N -4.11144 -1.93452 5.33043 1.863 -0.025 -1.196
H -4.95428 -1.94207 4.73963 -1.571 -0.039 0.187
H -4.20327 -1.97173 6.33172 -0.657 -0.196 0.547
C -3.50435 -0.58368 4.98841 0.842 -1.815 2.446
C -3.84345 0.36206 6.15360 -0.382 -1.070 0.769
O -4.97453 -0.04675 6.98149 0.784 0.478 -1.632
C -6.23093 0.40584 6.46319 -0.204 0.677 0.717
H -1.52889 -3.02118 8.81411 0.204 -0.529 -0.119
H -0.60906 -2.04499 7.68480 -0.550 -0.872 -0.116
H -0.45313 -3.80840 7.50694 -1.006 0.159 0.324
H -1.37391 -4.14457 5.49434 -0.310 -0.725 -0.076
H -1.23093 -2.40747 5.33033 -0.345 -0.481 -0.148
H -3.89007 -4.03419 5.05321 -0.005 0.581 0.192
H -3.22155 -3.07233 3.77524 0.206 0.441 -0.196
H -3.87590 -0.38452 4.04209 -0.704 0.969 -1.693
H -2.41519 -0.75640 4.99317 -0.413 0.463 -0.284
H -3.80022 1.36827 5.79568 -0.797 0.909 -0.152
H -3.03120 0.29972 6.84042 0.689 -0.138 0.611
H -6.23054 0.44626 5.38259 0.022 -0.037 -0.323
H -6.40896 1.42208 6.86874 -0.080 -0.392 -0.282
H -7.04684 -0.24494 6.80409 0.437 0.049 -0.002
O 8.29020 -3.61266 1.35674 -0.455 0.853 -0.341
C 7.23020 -3.30372 0.40799 2.554 -0.390 -1.051
O 6.31178 -4.15747 0.42847 -0.066 1.576 -0.346
O 7.60658 -2.36479 -0.37485 -1.723 -1.841 1.690
H 7.97659 -4.30005 1.94706 -0.229 -0.209 -0.053
O -2.46978 1.54715 -2.94535 1.161 -0.674 -1.640
C -1.93185 2.55640 -2.13211 -2.798 -0.879 0.912
O -2.70444 2.79236 -1.16481 0.688 0.918 0.182
O -0.83137 2.98352 -2.45007 0.692 -0.082 -0.343
H -3.42604 1.41089 -2.92236 0.332 0.543 0.728
O -2.77810 -5.19290 1.78055 1.513 1.614 -0.747
C -1.46660 -4.58407 1.64109 1.114 -1.619 1.330
O -0.79445 -4.68994 0.59911 -1.103 -0.017 -0.116
O -1.04021 -4.15636 2.74578 -0.524 0.639 -0.345
H -2.92624 -4.75905 2.63598 -0.642 -0.702 0.074
O -7.93861 -0.61886 2.95312 -1.140 0.493 -1.070
C -6.62969 -0.75294 3.19396 1.023 -1.118 1.118
O -6.24388 -1.84719 3.69199 -0.288 -0.163 -0.135
O -5.93300 0.23239 2.96040 1.044 1.227 -0.506
H -7.95185 0.22104 2.43774 -0.454 -0.697 0.603
O -0.89279 3.38478 4.59372 -1.022 0.178 -0.354
C -0.67751 2.57788 3.44181 -2.084 2.157 0.379
O -1.51076 2.80404 2.51037 0.730 -0.171 0.802
O 0.30033 1.88138 3.50616 1.777 -2.048 -0.574
H -0.41549 3.01808 5.34441 0.376 -0.118 -0.245
O -0.61452 -0.80835 -3.68432 0.083 1.321 0.730
C 0.53768 -1.11531 -4.36192 0.257 -1.120 0.923
O 1.14928 -0.19376 -4.90257 0.508 0.604 -0.676
O 0.88376 -2.33774 -4.28506 -0.123 0.374 -0.597
H -0.57270 0.17151 -3.46280 -0.479 -1.374 -0.747
```
Forces are in eV/Å.